Density functional theory data (ωB97M-V/def2-TZVPD) for a 2-piece molecular cluster, C5H10O2 overall.

HOMO-LUMO gap in eV: 8.7
Energy relative to the best compared isomer or geometry (same formula, charge and spin) in eV: 3.024
Multiplicity: 1
LUMO level in hartree: 0.02852
SMILES: C/C=C/C=C/O.O
DFT total energy in a.u.: -346.91430

Cartesian coordinates (Å):
C 2.95 0.86 0.21
C 1.82 -0.01 -0.26
C 0.83 -0.46 0.52
C -0.43 -0.99 -0.03
C -1.44 -1.34 0.80
O -2.68 -1.55 0.24
H 3.06 1.79 -0.34
H 2.79 1.11 1.25
H 3.91 0.36 0.07
H 2.09 -0.54 -1.18
H 0.89 -0.36 1.60
H -0.36 -1.44 -1.02
H -1.33 -1.35 1.87
H -2.54 -1.15 -0.63
O -3.18 1.76 -1.44
H -2.47 1.81 -0.78
H -3.91 1.50 -0.86

These are the natural (NBO) partial charges, in e, on atoms 1 to 2:
1. C -0.640
2. C -0.186